{"formula": "C33H28F2N6O4STi", "method": "ωB97M-V/def2-TZVPD", "species": ["Ti", "C", "N", "C", "C", "C", "C", "C", "C", "N", "C", "C", "C", "C", "C", "C", "N", "C", "C", "C", "C", "C", "N", "H", "H", "H", "H", "H", "H", "H", "H", "H", "H", "H", "H", "H", "H", "H", "H", "H", "H", "F", "C", "F", "H", "S", "C", "N", "C", "C", "C", "C", "C", "C", "H", "H", "H", "H", "H", "O", "C", "O", "C", "C", "C", "C", "C", "C", "N", "O", "O", "H", "H", "H", "H"], "coordinates": [[-1.1171, -0.0506, -0.2526], [1.8379, 0.7135, -1.6179], [0.6170, -0.0142, -2.0297], [1.0283, -1.3792, -2.4103], [-0.1164, -2.3164, -2.7016], [0.1454, -3.5705, -3.2320], [-0.9191, -4.3946, -3.5402], [-2.2070, -3.9339, -3.3281], [-2.3731, -2.6790, -2.7787], [-1.3504, -1.8802, -2.4454], [0.0597, 0.6718, -3.2229], [-1.0226, 1.6562, -2.8972], [-1.3166, 2.6992, -3.7643], [-2.3976, 3.5154, -3.4915], [-3.1677, 3.2585, -2.3673], [-2.8002, 2.2139, -1.5451], [-1.7298, 1.4383, -1.7861], [2.1609, 0.5844, -0.1575], [3.4689, 0.5532, 0.2947], [3.7018, 0.6172, 1.6619], [2.6212, 0.7236, 2.5222], [1.3478, 0.7247, 1.9817], [1.1180, 0.6378, 0.6690], [1.6890, 1.7751, -1.8349], [2.6908, 0.3917, -2.2262], [1.6362, -1.7928, -1.6031], [1.6768, -1.2975, -3.2935], [1.1642, -3.8851, -3.4148], [-0.7500, -5.3790, -3.9557], [-3.0726, -4.5334, -3.5689], [-3.3642, -2.2991, -2.5937], [-0.3780, -0.0758, -3.8834], [0.8591, 1.1654, -3.7859], [-0.6987, 2.8473, -4.6399], [-2.6431, 4.3360, -4.1523], [-4.0346, 3.8525, -2.1188], [-3.3604, 1.9712, -0.6514], [4.2819, 0.4854, -0.4151], [4.7120, 0.5932, 2.0468], [2.7463, 0.7926, 3.5930], [0.4654, 0.7662, 2.6102], [-3.4234, -1.9705, 0.1035], [-3.2001, -0.6625, -0.2795], [-3.8942, 0.0902, 0.7040], [-3.8319, -0.5261, -1.1654], [-1.9279, 3.0072, 3.4107], [-2.1386, 1.7881, 2.2353], [-1.5047, 1.9410, 1.1115], [-0.7661, 3.1343, 1.1401], [0.0169, 3.6304, 0.0934], [0.6877, 4.8166, 0.2807], [0.5907, 5.5239, 1.4925], [-0.1897, 5.0509, 2.5222], [-0.8712, 3.8440, 2.3275], [-2.7647, 0.9266, 2.4162], [0.0890, 3.0974, -0.8448], [1.2960, 5.2175, -0.5189], [1.1311, 6.4526, 1.6081], [-0.2739, 5.5992, 3.4498], [-1.1430, -0.7924, 1.7016], [-0.3893, -1.7204, 1.2937], [-0.2441, -1.8682, 0.0488], [0.4166, -2.5342, 2.2504], [0.2120, -2.3494, 3.6094], [1.0243, -3.0081, 4.5248], [2.0154, -3.8191, 4.0169], [2.2381, -4.0351, 2.6774], [1.4128, -3.3707, 1.7759], [2.9295, -4.5132, 5.0080], [2.6893, -4.3404, 6.1792], [3.7189, -5.3055, 4.5482], [-0.5811, -1.6983, 3.9514], [0.8978, -2.9001, 5.5909], [3.0249, -4.6985, 2.3514], [1.5439, -3.5102, 0.7112]], "e_homo_ha": [-0.3907, -0.4168], "homo_lumo_gap_ev": [8.0, 8.6], "total_charge": 1, "e_above_lowest_kcal_mol": 11.9, "e_lumo_ev": [-2.7, -2.8], "multiplicity": 2}



{"formula": "C16H12F36N7O25S12", "method": "ωB97M-V/def2-TZVPD", "species": ["C", "C", "C", "O", "C", "N", "H", "H", "H", "H", "H", "H", "H", "H", "H", "H", "H", "H", "C", "F", "F", "F", "S", "O", "O", "N", "S", "O", "O", "C", "F", "F", "F", "C", "F", "F", "F", "S", "O", "O", "N", "S", "O", "O", "C", "F", "F", "F", "C", "F", "F", "F", "S", "O", "O", "N", "S", "O", "O", "C", "F", "F", "F", "C", "F", "F", "F", "S", "O", "O", "N", "S", "O", "O", "C", "F", "F", "F", "C", "F", "F", "F", "S", "O", "O", "N", "S", "O", "O", "C", "F", "F", "F", "C", "F", "F", "F", "S", "O", "O", "N", "S", "O", "O", "C", "F", "F", "F"], "coordinates": [[2.2472, 0.5490, 4.8104], [1.9664, 1.0805, 3.3566], [1.0386, 0.1426, 2.5575], [0.9292, 0.5543, 1.2176], [0.2874, -0.3774, 0.3134], [1.3699, 2.4437, 3.4717], [0.8693, 2.5705, 2.6038], [0.5507, 2.5434, 4.0540], [2.0234, 3.2133, 3.5007], [2.8576, -0.3408, 4.9645], [1.2698, 0.2412, 5.1818], [2.5554, 1.2868, 5.5512], [2.8342, 1.2035, 2.7087], [0.0304, 0.1330, 2.9717], [1.4329, -0.8734, 2.5386], [-0.5674, -0.8981, 0.7449], [0.9693, -1.0743, -0.1738], [-0.1074, 0.3098, -0.4349], [1.2579, 0.6448, -3.6925], [1.8105, 1.4876, -2.7677], [1.9837, -0.4252, -4.0007], [0.0598, 0.2641, -3.1964], [0.7910, 1.7280, -5.2401], [0.1540, 2.9684, -4.7913], [2.0918, 1.9124, -5.8690], [-0.3305, 0.6877, -6.1238], [-0.2397, 1.2473, -7.6025], [-0.2559, 2.7108, -7.8808], [0.6576, 0.4938, -8.5104], [-1.9232, 0.6333, -8.2112], [-2.8731, 1.2190, -7.4912], [-2.0627, 0.9436, -9.5480], [-2.1084, -0.6370, -8.1082], [-0.5789, -4.3629, -7.4774], [-1.2352, -5.4427, -6.9558], [-0.0421, -4.6221, -8.6935], [-1.4842, -3.3213, -7.6860], [0.8226, -3.7878, -6.2755], [1.8374, -4.8587, -6.4269], [1.2368, -2.4155, -6.7264], [-0.2150, -3.7761, -4.7481], [0.7410, -4.3535, -3.8390], [0.6454, -5.8187, -3.7135], [2.1194, -3.8618, -3.8524], [-0.1199, -3.6682, -2.1799], [0.1573, -2.3883, -2.0669], [-1.3968, -4.0576, -2.0004], [0.5958, -4.2295, -1.1539], [2.3575, 4.5015, 0.2403], [1.4833, 5.5328, 0.3322], [1.8063, 3.3653, 0.5435], [2.9182, 4.4859, -0.9769], [3.8707, 4.9233, 1.4309], [4.9142, 3.9921, 1.1455], [4.1161, 6.3496, 1.3254], [3.2067, 4.6870, 2.9805], [4.4912, 4.4960, 3.8152], [4.9176, 3.1116, 3.9725], [5.6317, 5.2689, 3.5964], [3.9558, 4.8753, 5.5729], [2.7807, 4.2011, 5.7547], [4.7848, 4.4955, 6.4645], [3.7029, 6.1305, 5.7751], [-0.7078, -3.7523, 5.1347], [-1.0256, -4.9966, 4.9248], [-1.2513, -2.9266, 4.2207], [-1.1888, -3.3691, 6.3139], [1.1931, -3.7067, 4.9188], [1.4024, -2.3594, 5.3857], [1.7539, -4.7758, 5.7273], [1.3974, -4.0973, 3.2246], [2.8506, -3.8456, 3.0895], [3.2643, -2.4587, 3.3928], [3.6725, -4.8126, 3.7717], [3.0066, -4.2162, 1.2131], [4.2911, -4.4478, 0.9174], [2.3590, -5.3721, 0.9197], [2.6181, -3.2785, 0.4088], [-0.6486, 3.2718, 6.5585], [-0.0685, 4.4665, 6.6001], [0.0286, 2.2803, 5.9881], [-0.9286, 2.8811, 7.7456], [-2.2234, 3.4893, 5.4906], [-3.0791, 2.3830, 5.8721], [-2.8212, 4.8066, 5.7926], [-1.4745, 3.4087, 3.9302], [-2.6939, 2.8171, 3.1398], [-2.5506, 1.3409, 3.1153], [-4.0831, 3.3343, 3.3008], [-2.2586, 3.4409, 1.3873], [-2.7651, 4.7098, 1.1774], [-0.8910, 3.5352, 1.2320], [-2.8990, 2.5878, 0.5571], [-6.7238, -1.6375, -4.4350], [-7.4611, -1.4617, -3.3576], [-7.4724, -2.3699, -5.3131], [-6.4232, -0.4102, -4.9382], [-5.2134, -2.7290, -4.0398], [-5.7151, -3.9872, -3.4875], [-4.6147, -2.9727, -5.2847], [-4.1742, -1.7186, -3.1353], [-4.4864, -2.0890, -1.7274], [-5.7606, -1.5600, -1.3602], [-4.2846, -3.5048, -1.3391], [-3.1185, -1.1519, -0.6749], [-3.6485, 0.1124, -0.4994], [-2.8265, -1.7785, 0.4903], [-1.9469, -1.1176, -1.4305]], "e_homo_ha": 0.0099, "homo_lumo_gap_ev": 7.0, "total_charge": -5, "e_lumo_ev": 7.3}



{"formula": "C3H6N2O2", "method": "ωB97M-V/def2-TZVPD", "species": ["H", "N", "N", "C", "O", "C", "C", "O", "H", "H", "H", "H", "H"], "coordinates": [[1.9552, -0.9448, -2.3053], [1.3454, -1.5998, -1.7738], [1.1030, -1.2692, -0.6292], [1.0255, -0.2685, 0.2086], [1.6085, -0.0368, 1.2423], [-0.2863, 0.5597, -0.1249], [-1.4316, -0.0755, 0.6584], [-0.0296, 1.8726, 0.2353], [-0.4888, 0.5552, -1.2002], [-2.3122, 0.5610, 0.5764], [-1.6595, -1.0624, 0.2664], [-1.1575, -0.1631, 1.7084], [0.3280, 1.8716, 1.1376]], "e_homo_ha": -0.3505, "smiles": "[H]/N=N\\C(=O)[C@@H](C)O", "homo_lumo_gap_ev": 9.1, "e_above_lowest_kcal_mol": 89.5, "e_lumo_ev": -0.4}



{"formula": "C8H18O", "method": "ωB97M-V/def2-TZVPD", "species": ["C", "C", "C", "O", "C", "H", "H", "H", "H", "H", "H", "H", "H", "C", "C", "C", "C", "H", "H", "H", "H", "H", "H", "H", "H", "H", "H"], "coordinates": [[0.4761, 1.9582, 0.8846], [0.4631, 1.0151, 2.1118], [1.6800, 0.1122, 1.8717], [1.8880, 0.1198, 0.4628], [1.6988, 1.4813, 0.0901], [0.5590, 3.0257, 1.1656], [-0.4477, 1.8384, 0.2865], [-0.4673, 0.4157, 2.1376], [0.5387, 1.5606, 3.0721], [1.5446, -0.9384, 2.1931], [2.5764, 0.5087, 2.3862], [2.5979, 2.0714, 0.3527], [1.5784, 1.5228, -1.0096], [-2.4962, -0.8065, 0.1451], [-1.2372, -1.3963, -0.4896], [-0.8608, -0.7025, -1.7968], [0.3982, -1.2923, -2.4315], [-2.7432, -1.3265, 1.0860], [-3.3500, -0.9057, -0.5462], [-2.3434, 0.2636, 0.3641], [-0.3908, -1.3065, 0.2182], [-1.3953, -2.4734, -0.6903], [-1.7072, -0.7923, -2.5046], [-0.7027, 0.3746, -1.5962], [0.2453, -2.3624, -2.6506], [1.2520, -1.1931, -1.7402], [0.6451, -0.7723, -3.3724]], "e_homo_ha": -0.3641, "smiles": "C1CCOC1.CCCC", "homo_lumo_gap_ev": 11.0, "e_above_lowest_kcal_mol": 13.4, "e_lumo_ev": 1.1}



Number 1: electronic energy -91187.6694 eV, largest force on an atom 1.6 eV/A. Number 2: electronic energy -306240.8249 eV, largest force on an atom 9.9 eV/A. Number 3: electronic energy -10280.9161 eV, largest force on an atom 2.8 eV/A. Number 4: electronic energy -10635.1441 eV, largest force on an atom 0.6 eV/A.